one) The following is a DFT calculation (the ωB97M-V functional and the def2-TZVPD basis) of a 12-piece molecular cluster, H24O12 overall.

Last column: Löwdin charge in e.
Positions of all 36 atoms, in Å:
H 3.21577 -4.71108 -14.11817  0.064
O -1.39247 -4.69275 -13.77396  -0.034
H -0.61946 -4.64268 -13.23188  -0.044
H 2.66077 -6.97158 -14.46746  -0.060
O -0.65993 -2.01810 -13.83131  -0.043
H -0.87132 -3.61479 -10.36933  -0.038
H 1.28778 -5.17231 -12.88642  0.045
O 2.49561 -5.28428 -14.22433  0.028
H -0.53280 -8.47908 -12.81159  0.040
H 1.67096 -4.93560 -8.63754  0.069
H 2.61585 -3.91447 -9.24061  0.106
H 1.93798 -4.67740 -14.62707  0.057
H -1.76414 -4.48393 -9.54569  0.023
H 3.43029 -8.15062 -14.49326  0.014
H 0.80808 -2.78900 -9.58418  -0.028
H 0.94914 -4.67350 -11.42766  0.001
O 1.69139 -4.27449 -9.32960  -0.041
O 2.27551 -2.20827 -12.09263  -0.070
H -0.79159 -7.39332 -16.01830  0.046
H 2.48765 -8.77564 -11.61252  0.090
H -2.12647 -4.36698 -13.27551  0.044
H 0.65810 -7.59648 -12.78953  0.008
H 2.31267 -1.64408 -12.91487  0.073
O 0.78000 -4.55346 -12.32072  -0.033
H 1.99280 -3.07489 -12.31293  -0.052
H -0.60276 -1.45871 -13.04700  0.041
O 2.63686 -7.81272 -14.88118  -0.039
O -1.51914 -4.29030 -10.43217  -0.020
H 3.06161 -7.31987 -11.83674  0.069
H 0.10496 -1.66079 -8.77761  0.029
O 2.21591 -7.82351 -11.73690  -0.078
H -0.46217 -6.61289 -14.73240  -0.037
O 0.11609 -2.13117 -9.58339  -0.035
H -0.82891 -2.90252 -13.59169  -0.059
O -0.30175 -7.57889 -13.01544  -0.057
O -0.25679 -6.65613 -15.66915  -0.082

Calculated values
LUMO level = -0.442 eV
Structure (SMILES) = O.O.O.O.O.O.O.O.O.O.O.O
HOMO = -9.660 eV
HOMO-LUMO gap = 9.22 eV

two) The following is a DFT calculation (the ωB97M-V functional and the def2-TZVPD basis) of a 12-piece molecular cluster, H24O12 overall.

Last column: Löwdin charge in e.
Positions of all 36 atoms, in Å:
H -1.72138 -0.83160 -0.40126  -0.051
H -1.17391 2.29013 1.24532  0.080
O -1.21897 2.32849 0.27466  -0.023
H -1.03192 -1.45940 1.28139  0.091
H 1.74441 1.57922 -0.72303  0.013
O -2.15650 -1.01787 -1.24199  -0.071
O 2.23637 2.11464 -0.09127  -0.048
H -0.59501 -3.21894 -0.55188  -0.050
H -0.59391 0.97790 -2.57498  0.001
H 2.24166 -1.76870 2.47071  0.081
O 1.91739 -1.26047 1.73366  -0.011
H 0.47396 0.68523 1.89714  -0.007
O 0.93388 1.44378 2.25082  -0.050
H -2.06788 0.85603 -2.32843  -0.025
O 0.38255 0.41643 -1.05674  -0.071
H 1.68453 2.09035 0.66745  -0.024
H -0.98458 3.22067 0.04932  0.092
H 1.03857 -1.93522 0.56470  0.011
H -0.37480 0.91019 -0.65618  0.033
O -3.39190 1.58490 -1.08312  -0.096
H 1.36903 -2.23897 -0.88685  0.108
H 4.56906 0.26540 0.36420  0.054
H -2.04524 -0.30125 1.27175  0.086
H -1.13037 -4.56497 -0.14066  0.001
O -1.44775 1.28470 -2.93573  -0.083
H 2.57190 -0.63980 1.43399  0.030
O 3.83123 -0.07714 -0.16967  -0.085
H -2.61059 1.86009 -0.54873  -0.019
O -1.31333 -3.84168 -0.69993  -0.053
H 1.30778 1.06953 3.06903  0.074
O 0.61483 -2.15884 -0.28629  -0.064
H 3.21886 0.70549 -0.18957  -0.004
H -1.44171 -1.19484 -1.90356  0.071
H -4.12815 1.80164 -0.45954  0.064
O -1.13028 -0.50900 1.09437  -0.031
H 0.42215 -0.46614 -0.73910  -0.023

Calculated values
LUMO level = -0.484 eV
Structure (SMILES) = O.O.O.O.O.O.O.O.O.O.O.O
HOMO = -9.826 eV
HOMO-LUMO gap = 9.34 eV

three) The following is a DFT calculation (the ωB97M-V functional and the def2-TZVPD basis) of a 12-piece molecular cluster, H24O12 overall.

Last column: Löwdin charge in e.
Positions of all 36 atoms, in Å:
H -1.80312 4.48283 -2.75647  0.051
H 1.80664 1.66506 0.52870  0.099
H 3.42641 -2.68475 -1.83969  -0.048
H -0.24818 0.01833 3.57269  0.067
H -2.29785 -0.86013 -2.19215  0.004
H -3.43810 -1.73095 -1.17715  0.027
O 4.73677 2.01600 1.68312  -0.004
H 0.55813 0.29108 -0.32981  0.033
O -0.76201 -0.16895 2.77843  -0.023
O 1.12232 -0.34413 1.16259  -0.116
H 1.76223 -3.34445 -0.93715  0.073
O -1.52168 4.93709 -1.93802  -0.065
H 2.82971 1.20701 1.76534  0.014
H 1.01250 0.20018 1.89451  -0.028
O 3.83229 -2.31253 -2.56765  -0.027
O 1.51800 -4.33890 -0.82649  -0.063
H 4.62936 1.16507 1.24899  0.046
H -2.95358 1.77781 -0.22615  0.014
H 4.11039 -1.40782 -2.30416  0.063
H -1.04986 5.72010 -2.22894  0.028
H -4.07956 -2.76910 -0.24257  0.110
H 5.06466 2.59969 1.07850  -0.005
H -1.58551 -0.54376 3.08545  0.025
O 1.98542 1.58764 1.52618  -0.093
H 0.33513 -0.87006 0.90107  0.066
O -3.46873 -1.95872 -0.23818  -0.097
O -2.17504 1.98684 -0.72698  -0.101
O 0.05922 0.95736 -0.94431  -0.106
H -1.78931 2.89305 -0.40876  0.091
H -2.90505 -1.51538 1.49381  0.026
H -3.46600 -1.51131 2.80499  -0.018
O -1.58648 -0.51739 -1.75978  0.004
O -3.70890 -1.76746 1.96544  -0.046
H -1.01278 -1.17895 -1.40695  0.059
H -0.33387 0.47274 -1.62387  -0.064
H 1.17810 -4.69131 -1.61513  0.001

Calculated values
LUMO level = -0.030 eV
Structure (SMILES) = O.O.O.O.O.O.O.O.O.O.O.O
HOMO = -9.356 eV
HOMO-LUMO gap = 9.33 eV

Which structure is the most stable? The one labeled two).

one) The following is a DFT calculation (the ωB97M-V functional and the def2-TZVPD basis) of a 12-piece molecular cluster, H24O12 overall.

Last column: Löwdin charge in e.
Positions of all 36 atoms, in Å:
H 2.66174 2.62365 -1.53202  0.021
H -2.02575 2.76325 2.22249  0.037
H -1.76480 0.18728 -3.22713  0.002
H 2.00995 0.16823 -2.96680  0.001
H -0.97718 0.16490 0.44081  0.084
H 0.84498 -3.82791 0.57975  0.055
O -3.92138 -0.51779 -3.13362  -0.070
H 2.83402 1.54751 2.46821  0.065
H 1.55663 -4.90408 -0.39324  -0.004
H 2.15841 2.45690 -0.16002  0.084
O -0.29360 -0.37127 -0.12930  -0.132
O 0.90964 -4.78192 0.27191  -0.068
H -0.05150 0.31412 -0.82529  0.019
H -1.03257 3.53143 3.01336  0.013
H -0.14197 -2.59737 3.99868  -0.021
O 3.14135 1.48747 1.56115  0.019
H -3.94907 -0.32055 0.51030  0.011
H 0.12994 1.83421 0.23106  0.034
H 3.98623 1.76803 1.53717  -0.012
O 0.25405 -2.80232 3.20179  -0.055
H 0.69546 -1.97035 2.86921  0.033
H 2.66106 -1.64959 0.97231  0.073
O -1.87228 -0.54723 -2.69987  -0.049
O 1.91714 2.92113 -1.04166  -0.079
H 0.43439 2.31670 -1.25840  -0.012
H -1.91617 -1.30327 -3.28551  0.070
O 2.90067 0.42150 -3.01484  -0.025
O -1.40362 2.66703 2.95591  -0.051
O -0.18140 2.38568 -0.52704  -0.111
H 3.00104 1.07987 -3.71006  0.047
H -3.40190 0.26914 -2.89887  0.043
O -4.02439 0.56297 0.84174  -0.085
H 2.80847 -1.10574 2.33193  0.007
H -4.92281 0.43935 1.31457  0.085
H -4.53527 -0.28334 -3.79958  0.020
O 2.44090 -1.86306 1.90972  -0.050

Calculated values
LUMO level = -0.101 eV
Structure (SMILES) = O.O.O.O.O.O.O.O.O.O.O.O
HOMO = -10.101 eV
HOMO-LUMO gap = 10.00 eV

two) The following is a DFT calculation (the ωB97M-V functional and the def2-TZVPD basis) of H24O12 as an isolated structure.

Last column: Löwdin charge in e.
Positions of all 36 atoms, in Å:
H -10.74786 -3.95808 -15.37634  -0.158
O -12.82023 -2.79498 -15.69663  -0.064
H -9.04803 -4.27428 -15.87417  -0.156
H -10.85568 -2.68891 -17.32060  -0.026
H -9.16353 -1.59130 -15.04346  -0.071
O -8.41908 -3.87393 -16.47448  -0.009
O -11.01453 -4.06709 -14.30562  0.032
H -12.73500 -2.31099 -14.87521  0.061
H -11.92807 -2.84401 -16.03997  -0.081
H -11.36857 -4.95132 -14.40059  -0.049
H -10.84193 -7.03533 -14.44616  0.112
H -8.74210 -5.92947 -14.88342  0.168
H -11.69806 -3.58343 -13.84184  0.162
O -11.29242 -1.95276 -17.74906  0.006
H -10.32487 -5.74935 -15.05510  -0.080
H -10.36977 -2.73612 -16.18612  0.018
H -9.10882 -4.56364 -14.34313  -0.148
H -12.89766 -4.09009 -17.65145  0.025
O -12.20911 -4.74755 -17.75090  -0.041
H -8.63684 -0.96198 -16.08290  0.200
H -10.61268 -1.75586 -14.63754  -0.039
O -9.72375 -1.74502 -14.28270  0.082
H -11.76137 -1.33618 -16.48340  0.079
H -9.44012 -2.85144 -14.09874  -0.169
O -11.08701 -6.12553 -14.61480  0.057
O -11.28513 -1.54650 -15.68016  -0.149
O -9.22151 -5.13131 -15.10555  0.045
H -10.39508 -1.23248 -15.83965  -0.147
O -10.77249 -3.60097 -16.26409  -0.134
H -9.06577 -2.28845 -16.67315  0.098
O -9.07376 -3.62690 -13.67369  0.067
H -11.80936 -2.35400 -18.44765  0.099
H -11.52171 -4.46852 -17.14605  -0.051
H -9.83611 -4.10225 -13.34339  0.073
H -8.87606 -3.84253 -17.31497  0.068
O -9.40103 -1.52612 -16.20128  0.118

Calculated values
LUMO level = 0.089 eV
HOMO = -9.603 eV
HOMO-LUMO gap = 9.69 eV

three) The following is a DFT calculation (the ωB97M-V functional and the def2-TZVPD basis) of a 12-piece molecular cluster, H24O12 overall.

Last column: Löwdin charge in e.
Positions of all 36 atoms, in Å:
H -1.91542 0.87994 3.03056  0.032
O 1.65540 -4.08184 0.43768  -0.067
H 1.96452 0.69509 0.56189  -0.013
H -0.57392 0.23603 -0.26099  0.042
H 2.66910 0.43405 -0.77850  0.053
H 3.14918 -1.23795 0.72353  -0.009
O -1.62157 1.67757 2.60165  -0.055
O 2.78631 0.49700 0.18731  -0.028
H -2.98987 1.89717 0.35134  -0.024
H -2.41007 0.61483 -1.93999  0.078
H 0.63685 -0.68382 -0.12624  0.016
H -0.72088 1.63440 2.20818  0.039
H 4.35037 -2.18516 1.11667  0.038
H 0.00181 -1.47778 3.18102  0.031
H -0.92891 -1.78262 -2.33437  -0.001
O -0.34112 -1.91793 2.40127  -0.061
H -1.78728 4.26884 -0.80607  0.053
O -1.69466 1.12223 -1.57423  -0.014
H -1.76593 2.74506 -0.89983  -0.027
O 1.84007 -1.48908 -1.59203  -0.002
H 0.55050 3.33141 -1.13111  0.008
H 0.64803 2.30662 -0.09662  0.019
O -3.83008 1.57078 0.70344  -0.062
H -4.41981 1.77622 -0.03472  0.036
H 2.71762 -1.60088 -1.85831  0.037
O -1.62247 3.47701 -0.30358  -0.037
O -1.32069 -2.08025 -1.55088  -0.001
O 0.93783 2.49502 -0.98823  -0.027
H -1.18875 1.28318 -2.33922  0.060
O -0.04611 -0.26988 0.40727  -0.064
H -1.79906 -1.36730 -1.13872  0.016
H 0.67910 -4.13929 0.54577  0.051
H 1.81313 -3.19179 0.65945  -0.059
H -0.21022 -1.35524 1.63432  -0.048
O 3.41558 -2.04378 1.20200  -0.052
H 1.37139 -2.03786 -2.19970  0.044

Calculated values
LUMO level = -0.699 eV
Structure (SMILES) = O.O.O.O.O.O.O.O.O.O.O.O
HOMO = -10.203 eV
HOMO-LUMO gap = 9.50 eV

Which structure is the most stable? The one labeled three).